This record from OMol25 describes a structure of composition C18H37BCdF6N9O12S6 in a non-equilibrium geometry. The level of theory is ωB97M-V/def2-TZVPD.

Each line ends with the Mulliken charge.
CARTESIAN COORDINATES (ANGSTROEM)
Cd  -4.4801  20.9260  21.7583  0.893
B  -4.6925  20.7838  19.5563  3.719
H  -4.5452  20.5499  18.3836  -0.364
H  -3.6546  21.2256  19.9167  -1.157
H  -5.5657  21.5859  19.7308  -0.534
H  -5.0866  19.7858  20.0638  -0.674
C  -3.7996  23.1594  13.7237  -1.365
C  -4.1720  21.7810  14.1869  -0.159
N  -5.3060  21.7561  15.1169  0.448
C  -6.1966  22.7448  15.4077  -0.338
C  -7.1493  22.2249  16.2242  -0.705
N  -6.7712  20.9341  16.4793  0.268
C  -5.6305  20.6834  15.8618  -0.604
C  -7.4258  19.9841  17.4089  -0.692
H  -4.6435  23.6942  13.2900  0.398
H  -2.9594  23.1858  13.0351  0.402
H  -3.4587  23.7682  14.5700  0.249
H  -3.3497  21.2462  14.6635  0.321
H  -4.4461  21.1726  13.3208  0.365
H  -6.2133  23.7012  14.9191  0.432
H  -8.0807  22.6206  16.5877  0.524
H  -5.1076  19.7479  15.7793  0.544
H  -7.7414  19.1234  16.8275  0.327
H  -8.2436  20.4855  17.9156  0.368
H  -6.6950  19.7064  18.1672  0.246
C  -1.9123  22.4147  17.7443  -1.001
C  -2.3790  23.4968  18.6963  0.169
N  -3.5074  24.2707  18.1572  0.472
C  -4.7744  23.7279  18.0610  0.911
C  -5.5929  24.7350  17.7126  -0.964
N  -4.8249  25.8697  17.5432  0.262
C  -3.5904  25.5596  17.9088  -0.371
C  -5.3332  27.1758  17.1250  -0.915
H  -0.8747  22.1558  17.9668  0.478
H  -1.9571  22.6531  16.6790  0.320
H  -2.4339  21.4630  17.8804  -0.052
H  -1.5604  24.2059  18.8157  0.514
H  -2.6656  23.1282  19.6762  -0.587
H  -4.9570  22.6823  18.2756  -0.512
H  -6.6569  24.7687  17.5646  0.594
H  -2.7879  26.2760  17.9794  0.558
H  -4.9943  27.9390  17.8238  0.374
H  -6.4157  27.1450  17.1216  0.327
H  -4.9065  27.4338  16.1581  0.355
C  -0.5967  16.6313  13.7773  -1.187
C  -0.1166  17.8208  14.5982  -0.288
N  -0.5052  17.7186  16.0030  0.264
C  0.3621  17.8948  17.0487  -0.585
C  -0.3577  18.0380  18.1873  -0.574
N  -1.6702  17.8658  17.8134  0.335
C  -1.7416  17.6519  16.5136  -0.163
C  -2.8493  18.0696  18.6575  -0.361
H  -0.3065  16.6801  12.7333  0.388
H  -1.6569  16.4600  13.9700  0.327
H  -0.1583  15.7006  14.1543  0.349
H  -0.5391  18.7142  14.1342  0.237
H  0.9636  17.9361  14.5702  0.326
H  1.4261  17.8896  16.8895  0.449
H  -0.0822  18.3416  19.1826  0.828
H  -2.6261  17.5063  15.9204  0.361
H  -3.1307  17.1131  19.1023  0.429
H  -3.7510  18.3989  18.1520  0.150
H  -2.6141  18.7057  19.5007  -0.367
N  -4.1474  23.0444  21.9891  -0.124
S  -5.2441  24.2166  21.9196  0.761
O  -4.7654  25.3465  21.1761  -0.623
O  -6.0783  24.3932  23.0335  -0.510
F  -6.2056  23.4931  20.8592  -0.211
S  -2.8818  23.8074  22.7384  0.854
O  -3.2004  24.6921  23.7884  -0.555
O  -1.8268  24.1186  21.8474  -0.592
F  -2.4027  22.4903  23.4725  -0.296
N  -2.8326  19.7307  22.2561  -0.309
S  -2.7347  18.1896  22.6816  0.742
O  -1.8534  17.8816  23.7410  -0.536
O  -2.9412  17.2724  21.6116  -0.542
F  -4.1586  18.1458  23.4030  -0.245
S  -1.2306  20.0069  21.9490  0.766
O  -0.7060  19.0791  21.0011  -0.640
O  -0.4360  20.4286  23.0167  -0.515
F  -1.4390  21.3092  21.0629  -0.160
N  -6.2354  20.5828  22.7474  -0.096
S  -7.6227  19.9268  22.2613  0.844
O  -8.4938  20.8182  21.5798  -0.598
O  -8.2247  19.0186  23.1631  -0.595
F  -7.0377  18.9613  21.1253  -0.262
S  -6.6159  20.9302  24.3490  0.976
O  -6.4021  19.8762  25.2549  -0.544
O  -7.7627  21.7423  24.4641  -0.543
F  -5.3725  21.8784  24.5550  -0.207

Cartesian forces, eV/Å:
0.108 0.269 0.556
-0.947 0.055 -1.883
-0.003 -0.030 -0.290
0.812 0.119 -0.054
-0.213 0.170 -0.294
0.175 -0.869 0.146
0.228 0.998 0.854
0.118 -0.659 -0.666
0.315 -0.289 0.911
-0.981 0.335 -0.766
0.191 -0.314 -0.158
-0.028 -0.456 0.859
-0.132 0.427 -1.148
0.405 0.191 -0.069
0.043 -0.156 -0.257
-0.160 -0.396 -0.232
-0.122 -0.071 0.058
0.085 0.260 0.138
-0.144 0.034 0.044
0.255 0.012 0.019
0.088 0.102 0.149
-0.067 -0.078 0.365
-0.237 -0.030 0.148
-0.138 -0.046 -0.152
-0.018 -0.043 0.001
0.229 -1.156 -0.022
0.692 0.709 -0.533
-0.683 -0.868 0.648
0.347 -0.106 -0.041
-0.402 0.399 -0.531
-0.586 -0.321 0.684
0.781 0.776 -0.403
0.700 0.258 0.281
0.034 0.252 0.044
-0.051 0.430 0.107
-0.336 0.220 0.067
-0.110 0.073 0.275
0.048 -0.029 0.011
0.002 0.239 0.102
0.002 -0.029 0.007
0.093 -0.122 -0.018
-0.152 -0.072 0.142
-0.020 0.014 -0.133
-0.312 -0.095 -0.163
0.366 -1.024 1.102
-0.184 -0.398 -0.966
-0.083 -0.163 0.292
0.535 0.247 0.014
-0.199 -0.030 -0.276
-0.828 0.658 0.072
0.564 0.356 -0.729
-0.407 -1.325 1.057
-0.393 0.323 -0.111
-0.163 0.296 -0.679
0.254 0.164 0.031
-0.012 0.221 0.456
0.023 -0.106 0.067
0.004 0.200 0.032
-0.018 -0.309 0.148
-0.137 0.025 0.167
0.223 -0.016 0.095
0.445 0.418 -0.527
0.139 0.252 -0.176
0.795 2.817 0.901
-2.120 0.124 -2.131
0.337 -0.066 0.197
0.025 0.052 0.766
0.252 -0.041 0.185
1.370 -2.153 0.928
-0.689 0.462 -0.086
0.076 0.188 -0.760
0.101 0.096 -0.092
3.914 -0.877 0.155
-4.228 -2.745 1.968
1.077 0.415 -0.350
0.593 0.241 -0.547
0.327 0.399 -0.371
-0.248 2.120 -1.316
0.015 -0.573 -0.139
0.283 0.064 0.964
-0.247 0.012 0.031
-2.916 -0.590 2.364
-1.269 -1.178 -1.906
0.500 0.418 -0.503
0.359 -0.051 0.710
0.195 0.417 -0.043
1.575 0.995 0.870
0.235 -0.684 -0.047
-0.397 0.230 -0.420
0.049 0.011 -0.201

Results
E: -143793.683 eV
LUMO energy: -3.5 eV
Kohn-Sham gap: 8.0 eV
E_HOMO: -11.50 eV
Charge: +1
Energy relative to the best compared isomer or geometry (same formula, charge and spin): 0.000 eV